Entry 1:
{"formula": "C29H52AuBN10S4", "method": "ωB97M-V/def2-TZVPD", "total_charge": 2, "s2": 2.03, "largest_force_ev_per_a": 0.330, "orbital_gap_ev": [8.204, 5.302], "multiplicity": 3, "symbols": ["Au", "C", "C", "C", "C", "N", "C", "C", "N", "B", "N", "C", "C", "N", "C", "S", "C", "C", "C", "C", "N", "C", "C", "N", "C", "S", "C", "C", "C", "C", "C", "S", "H", "H", "H", "H", "H", "H", "H", "H", "H", "H", "H", "H", "H", "H", "H", "H", "H", "H", "H", "H", "H", "H", "H", "H", "H", "H", "H", "H", "H", "H", "H", "H", "H", "H", "C", "N", "C", "N", "C", "N", "C", "N", "C", "C", "H", "H", "H", "H", "H", "H", "H", "H", "H", "H", "H", "H", "C", "S", "C", "H", "H", "H", "H", "H", "H"], "coordinates": [[1.903, 0.787, -0.075], [-4.167, -2.505, -3.539], [-4.879, -2.625, -2.195], [-6.336, -2.203, -2.363], [-4.826, -4.040, -1.626], [-4.214, -1.684, -1.204], [-4.846, -0.691, -0.559], [-3.918, -0.039, 0.233], [-2.730, -0.635, 0.068], [-1.357, -0.171, 0.685], [-1.511, 1.238, 1.291], [-2.146, 1.513, 2.487], [-1.883, 2.793, 2.810], [-1.045, 3.302, 1.834], [-0.827, 2.338, 0.918], [0.148, 2.448, -0.506], [-0.489, 4.708, 1.836], [-0.978, 5.421, 3.094], [1.037, 4.642, 1.871], [-1.010, 5.442, 0.606], [-0.928, -1.123, 1.825], [-1.555, -2.263, 2.281], [-0.748, -2.835, 3.197], [0.388, -2.054, 3.299], [0.260, -1.005, 2.452], [1.344, 0.344, 2.315], [1.562, -2.374, 4.195], [2.817, -2.514, 3.337], [1.292, -3.703, 4.895], [1.703, -1.282, 5.251], [-2.884, -1.676, -0.821], [-1.682, -2.733, -1.249], [-4.655, -3.180, -4.241], [-3.117, -2.784, -3.479], [-4.247, -1.490, -3.931], [-6.776, -2.853, -3.116], [-6.432, -1.178, -2.724], [-6.915, -2.328, -1.447], [-5.351, -4.705, -2.311], [-5.327, -4.088, -0.658], [-3.805, -4.401, -1.521], [-5.891, -0.480, -0.686], [-4.057, 0.817, 0.870], [-0.537, -0.183, -0.175], [-2.707, 0.770, 3.028], [-2.202, 3.363, 3.660], [-0.629, 4.932, 4.005], [-2.064, 5.516, 3.122], [-0.567, 6.429, 3.082], [1.373, 3.955, 2.649], [1.420, 5.635, 2.107], [1.457, 4.331, 0.918], [-2.099, 5.503, 0.625], [-0.697, 4.956, -0.317], [-0.613, 6.457, 0.604], [-2.520, -2.577, 1.925], [-0.899, -3.721, 3.781], [2.645, -3.222, 2.524], [3.625, -2.900, 3.958], [3.130, -1.556, 2.924], [1.201, -4.531, 4.190], [0.405, -3.663, 5.528], [2.142, -3.913, 5.542], [1.870, -0.302, 4.809], [2.558, -1.516, 5.885], [0.814, -1.240, 5.881], [0.806, -0.016, -2.802], [0.809, -0.185, -4.238], [1.945, -1.034, -4.613], [3.220, -0.444, -4.191], [3.200, -0.269, -2.757], [2.082, 0.614, -2.313], [2.242, 1.930, -3.019], [2.248, 1.761, -4.454], [0.988, 1.133, -4.865], [3.354, 0.874, -4.825], [0.704, -0.986, -2.310], [-0.020, 0.626, -2.499], [1.956, -1.161, -5.694], [1.831, -2.014, -4.146], [4.136, 0.186, -2.432], [3.073, -1.237, -2.270], [3.182, 2.376, -2.689], [1.417, 2.580, -2.730], [0.991, 1.012, -5.948], [0.156, 1.780, -4.587], [4.298, 1.327, -4.517], [3.366, 0.747, -5.906], [4.740, -1.589, 0.099], [4.213, 0.021, 0.714], [5.441, 1.092, -0.060], [5.686, -1.839, 0.576], [4.860, -1.586, -0.980], [3.986, -2.318, 0.392], [5.417, 1.014, -1.145], [6.427, 0.816, 0.310], [5.219, 2.113, 0.243]]}

***

Entry 2:
{"formula": "C5H14NO", "method": "ωB97M-V/def2-TZVPD", "total_charge": 1, "largest_force_ev_per_a": 2.105, "orbital_gap_ev": 13.125, "multiplicity": 1, "symbols": ["C", "C", "N", "C", "C", "C", "H", "H", "H", "H", "H", "H", "H", "H", "H", "H", "H", "H", "H", "H", "O"], "coordinates": [[-1.308, -1.593, 0.120], [-0.334, -0.539, 0.595], [0.198, 0.317, -0.605], [0.413, 1.734, -0.045], [0.355, 1.555, 1.458], [-0.734, 0.515, 1.584], [-2.313, -1.203, 0.337], [-1.310, -2.572, 0.594], [-1.255, -1.809, -0.947], [0.600, -1.020, 0.905], [-0.499, 0.381, -1.342], [0.966, -0.198, -1.050], [1.351, 2.111, -0.446], [-0.417, 2.299, -0.455], [1.277, 1.097, 1.822], [0.207, 2.439, 2.071], [-1.746, 0.838, 1.308], [-0.870, 0.065, 2.564], [1.233, -1.619, -3.371], [2.510, -1.599, -2.451], [1.676, -1.199, -2.645]]}

***

Entry 3:
{"formula": "C3H4ClF", "method": "ωB97M-V/def2-TZVPD", "total_charge": 0, "largest_force_ev_per_a": 6.143, "orbital_gap_ev": 10.118, "multiplicity": 1, "symbols": ["C", "C", "Cl", "C", "F", "H", "H", "H", "H"], "coordinates": [[0.320, -0.174, -0.959], [-0.571, 0.014, 0.133], [-2.189, -0.512, 0.199], [0.007, 0.263, 1.299], [1.312, 0.550, 1.109], [0.381, -1.306, -1.071], [-0.273, 0.199, -2.018], [1.400, 0.401, -0.918], [-0.385, 0.565, 2.226]]}

***

Entry 4:
{"formula": "C5H7BrN2S2", "method": "ωB97M-V/def2-TZVPD", "total_charge": 0, "largest_force_ev_per_a": 3.301, "orbital_gap_ev": 8.803, "multiplicity": 1, "symbols": ["C", "C", "C", "C", "C", "N", "N", "S", "S", "Br", "H", "H", "H", "H", "H", "H", "H"], "coordinates": [[1.040, 1.812, 0.891], [-1.065, -0.766, -0.593], [-0.122, 0.447, 2.445], [0.832, -0.164, 1.656], [0.924, -0.675, -2.275], [1.513, 0.625, 0.865], [-2.325, -0.894, -0.262], [-0.157, 2.143, 2.126], [-0.801, -1.187, -2.259], [1.723, 3.275, -0.008], [-2.470, -0.528, 0.645], [-0.903, -0.031, 3.033], [1.091, -1.171, 1.422], [1.112, 0.036, -3.041], [1.542, -1.380, -2.693], [1.230, -0.380, -1.166], [-3.163, -1.161, -0.788]]}